Entry 1:
Density functional theory data (ωB97M-V/def2-TZVPD) for a structure of composition C30H31BrMnN6O4.

Each line ends with the Löwdin charge.
Positions of all 73 atoms, in Å:
Mn 0.0420 -0.0649 0.4184  0.887
C 1.1107 -2.9731 -0.4203  -0.124
N 0.0719 -2.4925 0.4964  -0.182
C -1.2311 -3.0102 0.0659  -0.117
C -2.4186 -2.2467 0.5946  -0.265
C -3.5068 -2.8981 1.1532  -0.016
C -4.6078 -2.1480 1.5411  -0.059
C -4.5800 -0.7782 1.3519  -0.054
C -3.4392 -0.2103 0.8014  -0.129
N -2.3811 -0.9236 0.4358  0.089
C 0.4011 -2.8598 1.8761  -0.109
C -0.3291 -2.0413 2.9084  -0.253
C -0.6265 -2.5552 4.1630  -0.008
C -1.2123 -1.7240 5.1015  -0.054
C -1.4883 -0.4090 4.7593  -0.046
C -1.1682 0.0156 3.4821  -0.108
N -0.6062 -0.7840 2.5810  0.068
C 2.3753 -2.1609 -0.3402  -0.255
C 3.6286 -2.7469 -0.4234  -0.013
C 4.7435 -1.9244 -0.4503  -0.053
C 4.5667 -0.5530 -0.3944  -0.037
C 3.2776 -0.0569 -0.2900  -0.106
N 2.2079 -0.8441 -0.2596  0.093
H 0.7235 -2.8668 -1.4354  0.127
H 1.3307 -4.0365 -0.2525  0.132
H -1.3321 -4.0760 0.3160  0.129
H -1.2667 -2.9147 -1.0205  0.126
H -3.4877 -3.9726 1.2822  0.112
H -5.4709 -2.6289 1.9832  0.108
H -5.4161 -0.1523 1.6315  0.104
H -3.3549 0.8595 0.6593  0.084
H 1.4629 -2.6461 2.0339  0.125
H 0.2274 -3.9315 2.0472  0.132
H -0.3914 -3.5857 4.3955  0.115
H -1.4499 -2.0965 6.0897  0.108
H -1.9410 0.2748 5.4634  0.104
H -1.3577 1.0322 3.1557  0.111
H 3.7234 -3.8241 -0.4670  0.112
H 5.7365 -2.3508 -0.5122  0.108
H 5.4079 0.1254 -0.4167  0.107
H 3.0767 1.0045 -0.2226  0.107
C -0.2871 4.5229 -1.7174  -0.030
C 0.0163 4.2091 -0.2471  -0.570
C -0.5256 5.3158 0.6676  -0.042
C 1.5238 4.0241 -0.0325  -0.036
C -0.6704 2.9599 0.1228  -0.128
N -1.2403 2.0176 0.4512  0.200
H 0.2117 5.4561 -1.9844  0.091
H -1.3585 4.6460 -1.8814  0.091
H 0.0854 3.7228 -2.3544  0.072
H -0.0367 6.2550 0.4057  0.089
H -0.3149 5.0954 1.7142  0.091
H -1.6019 5.4407 0.5449  0.088
H 2.0160 4.9742 -0.2500  0.091
H 1.9039 3.2565 -0.7029  0.067
H 1.7388 3.7263 0.9925  0.081
Br -1.9429 -1.7055 -6.7055  0.724
C -0.7990 -0.4867 -5.8170  -0.671
C -0.0291 0.3936 -6.5619  -0.197
N 0.7938 1.2732 -6.0001  0.072
C 0.8644 1.2941 -4.6710  -0.080
C 0.1305 0.4491 -3.8473  -0.102
C -0.7249 -0.4677 -4.4383  -0.054
C 0.2642 0.5329 -2.3453  -0.605
O 0.9584 1.4382 -1.8596  -0.016
O -0.3633 -0.3449 -1.6768  -0.100
H -0.0815 0.3853 -7.6444  0.099
H 1.5388 2.0124 -4.2215  0.117
H -1.3100 -1.1340 -3.8197  0.111
O 2.2842 -0.4790 2.7181  -0.039
C 2.0565 0.7133 2.5085  -0.550
O 1.2564 1.2100 1.6482  -0.187
H 2.5920 1.4689 3.1224  0.121

Relative energy (zero: lowest compared OMol25 entry of this formula, charge and spin), kJ/mol: 0.00
E_tot, eV: -150110.884
2S+1: 6
LUMO (spin up / spin down), eV: 0.46 / 0.42
Orbital gap (spin up / spin down), Ha: 0.3185 / 0.3363
Maximum force, eV/A: 0.1

---

Entry 2:
Density functional theory data (ωB97M-V/def2-TZVPD) for a cluster of 3 separate species, C4H10N2O2 in total at a distorted geometry.

Each line ends with the Löwdin charge.
Positions of all 18 atoms, in Å:
O 1.2746 -0.6552 2.1047  -0.255
C -1.7113 -0.6811 0.6841  0.243
C -1.6093 0.0356 -0.5712  -0.483
C -2.9718 0.1968 -0.8052  0.150
O 3.4472 0.8020 -0.4506  -0.237
N -0.6162 0.4734 -1.2847  0.119
C 0.6398 -0.0571 -0.8549  -0.321
N 1.1239 0.8300 0.1652  0.225
H -2.3300 -1.5624 0.7364  0.089
H -1.5159 -0.2408 1.6574  0.099
H -3.2328 0.8710 -1.6260  0.099
H -3.7659 -0.4363 -0.4448  0.072
H 4.1079 1.4509 -0.1698  -0.020
H 1.9760 -1.3071 1.9557  -0.013
H 1.3721 -0.1400 -1.6530  0.117
H 0.5922 -1.0663 -0.4235  0.120
H 1.1258 0.3172 1.1319  -0.012
H 2.0937 1.1694 -0.1517  0.008

Relative energy (zero: lowest compared OMol25 entry of this formula, charge and spin), kJ/mol: 1211.83
E_tot, eV: -11374.343
LUMO, eV: -3.46
Orbital gap, Ha: 0.2008
Maximum force, eV/A: 2.2

---

Entry 3:
Density functional theory data (ωB97M-V/def2-TZVPD) for a cluster of 2 separate species, C9H15N2P in total at a distorted geometry.

Each line ends with the Löwdin charge.
Positions of all 27 atoms, in Å:
C 3.5314 -0.9277 -0.6453  -0.140
C 3.9835 0.4386 -0.7949  -0.055
C 2.3904 -1.0226 -0.0240  -0.100
C 2.9673 1.2069 -0.2642  -0.075
C 1.8831 0.3600 0.3114  -0.207
C -2.1635 -0.5971 0.8811  -0.283
C -2.5994 0.8573 0.8908  -0.161
C -1.7435 -2.4397 -0.5025  -0.176
C -1.6696 2.6584 -0.3705  -0.126
N -2.0123 -1.0129 -0.4682  -0.433
N -1.9384 1.3818 -0.2621  -0.477
P -1.1970 0.2857 -1.3268  0.943
H 4.0509 -1.8576 -0.7223  0.095
H 4.9795 0.6941 -1.1404  0.094
H 1.9445 -1.9313 0.3094  0.087
H 0.9866 0.6446 -0.0741  -0.015
H 1.8590 0.7104 1.3244  0.124
H -1.2375 -0.7202 1.4387  0.115
H -2.7524 -1.2312 1.4077  0.082
H -3.6045 1.1421 0.7097  0.117
H -2.2231 1.5046 1.7161  0.134
H -2.5066 -3.1105 -0.0700  0.073
H -1.4621 -2.9696 -1.4787  0.098
H -0.9603 -2.8081 0.1815  0.059
H -1.1469 3.1511 -1.1643  0.045
H -2.1923 3.3947 0.4628  0.125
H 2.8333 2.1981 -0.3253  0.057

Relative energy (zero: lowest compared OMol25 entry of this formula, charge and spin), kJ/mol: 281.96
E_tot, eV: -21839.849
LUMO (spin up / spin down), eV: 0.27 / 0.27
Orbital gap (spin up / spin down), Ha: 0.2303 / 0.2304
Maximum force, eV/A: 5.3

---

Entry 4:
Density functional theory data (ωB97M-V/def2-TZVPD) for a cluster of 8 separate species, C9H18Cl12F6O3P in total at a distorted geometry.

Each line ends with the Löwdin charge.
Positions of all 49 atoms, in Å:
P -0.5382 -0.0068 -0.9911  0.239
F -2.0269 -0.0859 -0.2716  -0.180
F -0.9160 1.4463 -1.7291  -0.205
F 0.0221 0.7964 0.3158  -0.157
F 0.8679 -0.1119 -1.8137  -0.180
F -0.0794 -1.3909 -0.2858  -0.161
F -1.1973 -0.8312 -2.1878  -0.165
C 0.9223 0.9542 2.9421  -0.092
O 1.3224 0.0094 3.9255  -0.025
C 0.8406 0.0459 5.2309  -0.547
O 1.4146 -0.5309 6.1655  0.093
O -0.2922 0.7014 5.3429  -0.055
C -0.9995 0.8509 6.5787  -0.030
H 1.5937 0.9955 2.0844  0.025
H 0.9085 1.9711 3.3342  0.097
H -0.0719 0.6801 2.5892  0.049
H -1.5636 -0.0417 6.8492  0.094
H -1.6556 1.7211 6.5617  0.096
H -0.3158 0.8994 7.4263  0.092
C 0.4227 1.1983 -5.0391  -0.998
Cl 0.2226 2.9232 -4.9038  0.757
Cl 2.1138 0.7838 -5.4334  0.711
H 0.1071 0.7336 -4.1050  0.014
H -0.0943 0.7878 -5.9065  0.009
C 3.0637 -1.5490 0.0061  -1.013
Cl 4.2983 -1.0444 1.1975  0.512
Cl 3.3469 -3.2229 -0.5452  0.497
H 2.0658 -1.5179 0.4434  0.007
H 3.0023 -1.0423 -0.9570  0.009
C 0.3616 -3.4160 -3.1593  -1.008
Cl 0.8960 -4.9531 -2.5532  0.559
Cl 1.3137 -3.0012 -4.6263  0.519
H -0.6882 -3.5048 -3.4386  0.037
H 0.5861 -2.6077 -2.4634  -0.009
C -3.4447 1.1371 -3.8531  -0.916
Cl -3.0923 2.8962 -3.6666  0.571
Cl -2.6931 0.2658 -5.2323  0.576
H -3.2381 0.5730 -2.9435  0.020
H -4.5315 1.1404 -3.9365  0.032
C 2.4758 2.5605 -0.3749  -1.023
Cl 3.4758 2.5553 1.0758  0.552
Cl 3.1753 3.4307 -1.7705  0.494
H 2.3894 1.5244 -0.7022  -0.009
H 1.5197 2.9863 -0.0707  0.033
C -3.0384 -1.5235 2.0072  -1.045
Cl -2.2314 -0.9771 3.4805  0.569
Cl -4.3984 -2.5269 2.4642  0.517
H -3.3579 -0.6235 1.4818  0.015
H -2.2641 -2.0585 1.4573  0.024

E_tot, eV: -191631.191
2S+1: 2
LUMO (spin up / spin down), eV: -0.59 / -8.21
Orbital gap (spin up / spin down), Ha: 0.3458 / 0.0656
Maximum force, eV/A: 3.2